{"formula": "C4H9N", "method": "ωB97M-V with the def2-TZVPD basis set", "homo_ev": -9.6, "smiles": "C=NC.C=C", "e_above_lowest_kj_mol": 283.8, "energy_ev": -5780.87106, "homo_lumo_gap_ha": 0.3922, "species": ["C", "C", "H", "H", "H", "H", "C", "C", "N", "H", "H", "H", "H", "H"], "xyz": [[-3.4999, -0.5631, -2.0345], [-3.3068, -0.6006, -3.3751], [-3.5582, 0.3102, -1.3589], [-3.9462, -1.4796, -1.6038], [-3.2335, 0.2155, -4.0949], [-3.3930, -1.5157, -3.9554], [2.0108, 1.5267, 1.6544], [2.5663, -0.6653, 2.2969], [2.2665, 0.1071, 1.3532], [2.7214, 1.9254, 2.3284], [1.0429, 1.7247, 2.1243], [1.8467, 2.0177, 0.6527], [2.9360, -1.8175, 1.9546], [3.0960, -0.3168, 3.2302]], "forces_ev_per_angstrom": [[-1.1, -0.4, -1.2], [-0.7, 0.3, 0.7], [0.3, -0.3, -0.9], [0.9, 0.4, 0.0], [0.6, 0.4, 0.8], [-0.1, -0.3, 0.6], [-1.4, -0.4, -1.9], [3.8, -2.5, -1.1], [-1.6, 0.2, 0.5], [1.1, 0.8, 0.3], [-0.1, -0.7, 0.2], [1.0, 0.0, 1.2], [-1.5, 2.9, 1.1], [-1.3, -0.3, -0.2]]}


{"formula": "C20H46N3O6P2", "method": "ωB97M-V with the def2-TZVPD basis set", "homo_ev": -11.2, "total_charge": 1, "energy_ev": -56814.19532, "homo_lumo_gap_ha": 0.3195, "species": ["C", "C", "N", "C", "O", "C", "C", "C", "O", "N", "P", "C", "C", "C", "C", "C", "C", "C", "C", "N", "H", "H", "H", "H", "H", "H", "H", "H", "H", "H", "H", "H", "H", "H", "H", "H", "H", "H", "H", "H", "H", "H", "H", "H", "H", "H", "H", "H", "H", "H", "H", "O", "P", "O", "C", "C", "O", "C", "C", "O", "C", "C", "H", "H", "H", "H", "H", "H", "H", "H", "H", "H", "H", "H", "H", "H", "H"], "xyz": [[4.7231, 2.4124, -0.3439], [3.7104, 1.3778, -0.8453], [3.6022, 1.3841, -2.3339], [3.7727, 0.0297, -3.0362], [4.8276, -0.6921, -2.5158], [2.4136, -0.6942, -3.2248], [2.5203, -2.2177, -3.3753], [2.9781, -3.1049, -2.2417], [2.2883, -3.9343, -1.7098], [1.3354, -0.1358, -2.4171], [0.7439, -0.6923, -0.8924], [2.1067, -1.3069, 0.2207], [-0.1914, -2.2436, -1.2651], [-1.7033, -1.9032, -1.1005], [1.1075, 1.2934, -2.6803], [0.0473, 1.4819, -3.7640], [2.4049, 2.1348, -2.8902], [2.1683, 3.4401, -2.1009], [2.6861, 2.6361, -4.3284], [2.6590, 1.6398, -5.4035], [5.7288, 1.9945, -0.3696], [4.5005, 2.6619, 0.6914], [4.7131, 3.3317, -0.9269], [4.0903, 0.4304, -0.4778], [2.7444, 1.4879, -0.3629], [4.4012, 1.9287, -2.6633], [4.1218, 0.3064, -4.0284], [4.6188, -1.0944, -1.6642], [2.1538, -0.3954, -4.2458], [1.5618, -2.5857, -3.7386], [3.2127, -2.3856, -4.2078], [4.0439, -3.0559, -1.9359], [1.8170, -2.2473, 0.6854], [2.2356, -0.5779, 1.0212], [3.0736, -1.4507, -0.2652], [0.0637, -3.0243, -0.5541], [-0.0645, -2.5394, -2.3015], [-2.0368, -1.4188, -2.0205], [-2.3014, -2.7876, -0.9010], [-1.8252, -1.1456, -0.3271], [0.6550, 1.6558, -1.7575], [-0.2142, 2.5256, -3.9361], [-0.8462, 0.9628, -3.4172], [0.3300, 0.9800, -4.6875], [3.0420, 4.0927, -2.0939], [1.8153, 3.2615, -1.0892], [1.3775, 3.9917, -2.6057], [3.6452, 3.1689, -4.3178], [1.9453, 3.4057, -4.5296], [3.5523, 1.6358, -5.8790], [1.9727, 1.8806, -6.1048], [-3.6456, 0.3530, 2.4862], [-4.1253, -0.5229, 3.5624], [-4.0531, 0.2266, 4.9786], [-4.6200, 1.5441, 5.0938], [-6.1247, 1.5253, 5.2957], [-2.9509, -1.6278, 3.7765], [-1.8690, -1.7289, 2.8598], [-0.6659, -0.9332, 3.3317], [-5.3385, -1.5147, 3.6962], [-5.4737, -2.4157, 4.8199], [-6.3719, -1.8761, 5.9092], [-4.3634, 2.1301, 4.2093], [-4.1307, 2.0123, 5.9464], [-6.6141, 0.8541, 4.5887], [-6.5327, 2.5278, 5.1664], [-6.3811, 1.1880, 6.2997], [-2.1801, -1.4089, 1.8668], [-1.6129, -2.7879, 2.7855], [-0.9561, 0.0329, 3.7432], [0.0351, -0.7600, 2.5116], [-0.1423, -1.4670, 4.1270], [-4.5005, -2.6951, 5.2159], [-5.9174, -3.3185, 4.4025], [-5.8554, -1.1447, 6.5284], [-6.6791, -2.6915, 6.5648], [-7.2593, -1.4004, 5.4929]], "forces_ev_per_angstrom": [[-0.1, -0.1, -0.1], [0.5, 0.0, 1.1], [0.0, 0.0, -0.3], [0.0, -0.6, -0.5], [0.2, 0.4, 0.4], [-0.4, 0.6, -0.6], [0.0, 0.0, -0.2], [0.0, -0.5, 0.3], [0.0, 0.2, -0.3], [1.1, -0.4, 0.7], [-0.5, 0.0, 0.3], [0.2, 0.2, -0.3], [-1.1, 0.7, 0.1], [0.7, 0.5, -0.3], [-0.3, -0.4, 0.0], [0.0, -0.5, 0.0], [-1.1, 0.8, 0.2], [0.3, 0.0, -0.1], [0.1, -0.4, -0.3], [0.5, 0.1, 0.1], [0.0, 0.1, -0.1], [0.0, 0.0, 0.0], [0.0, 0.1, 0.1], [-0.1, -0.2, -0.4], [-0.2, 0.1, -0.4], [0.1, -0.1, 0.1], [-0.1, 0.0, 0.0], [-0.1, -0.1, 0.0], [0.0, 0.0, 0.0], [-0.1, 0.0, 0.2], [0.2, 0.0, 0.1], [0.0, 0.2, -0.1], [0.0, -0.1, -0.1], [0.1, 0.0, 0.0], [0.0, -0.2, 0.1], [0.3, -0.1, -0.2], [0.4, -0.4, 0.2], [-0.3, -0.1, 0.0], [-0.1, 0.0, 0.0], [-0.3, -0.3, 0.2], [0.0, 0.1, 0.0], [0.1, 0.0, -0.1], [-0.1, 0.2, 0.1], [0.1, 0.2, -0.1], [0.0, 0.0, 0.0], [0.2, 0.0, 0.1], [-0.1, -0.1, 0.0], [0.0, 0.0, 0.1], [-0.1, 0.0, 0.1], [0.0, -0.1, -0.1], [-0.1, 0.0, 0.0], [-2.1, 0.1, -0.8], [3.6, -1.2, 2.0], [-0.5, -0.1, -0.2], [-0.1, 0.4, 0.0], [0.0, -0.1, 0.2], [-0.4, 0.0, 0.2], [0.3, 0.1, -0.2], [0.2, -0.1, 0.3], [-0.7, 1.1, -1.0], [-0.3, -0.5, 0.3], [0.1, 0.3, 0.1], [0.1, -0.1, -0.1], [0.1, -0.1, 0.0], [0.0, 0.1, -0.1], [0.0, 0.0, 0.0], [0.0, 0.0, 0.0], [-0.1, 0.1, 0.1], [-0.1, 0.0, 0.1], [-0.1, 0.0, -0.2], [0.0, 0.0, 0.0], [0.0, 0.0, 0.0], [0.1, 0.2, -0.1], [0.0, 0.1, -0.2], [0.0, 0.0, -0.1], [0.0, -0.1, -0.1], [-0.1, -0.1, 0.0]]}


{"formula": "C3H9N", "method": "ωB97M-V with the def2-TZVPD basis set", "homo_ev": -9.3, "smiles": "CC(C)N", "e_above_lowest_kj_mol": 18.3, "energy_ev": -4746.91924, "homo_lumo_gap_ha": 0.3854, "species": ["C", "C", "C", "N", "H", "H", "H", "H", "H", "H", "H", "H", "H"], "xyz": [[0.5448, -0.9649, 0.9450], [0.1791, -0.1595, -0.3123], [-1.2764, 0.2496, -0.4425], [1.1223, 1.0043, -0.3836], [1.1938, -1.7973, 0.6527], [1.1516, -0.3825, 1.6341], [-0.3283, -1.3787, 1.4504], [0.5013, -0.7576, -1.1745], [-1.4139, 1.0312, -1.1870], [-1.8855, -0.6008, -0.7544], [-1.6769, 0.5983, 0.5029], [0.8791, 1.6781, 0.3408], [1.0090, 1.4799, -1.2716]], "forces_ev_per_angstrom": [[0.1, -0.4, -0.4], [1.4, 0.7, -0.3], [-0.2, -0.5, -0.1], [-0.4, -0.3, 0.3], [-0.2, 0.0, 0.1], [-0.3, 0.2, 0.1], [0.0, 0.1, 0.0], [-0.5, 0.0, 0.0], [0.1, 0.1, -0.1], [-0.1, -0.1, 0.1], [0.0, 0.2, 0.2], [0.1, -0.1, -0.1], [0.0, 0.0, 0.0]]}